53
Properties=species:S:1:pos:R:3 method="wB97M-V/def2-TZVPD" spin_multiplicity=3 energy_ev=-128423.90518 e_homo_ev="-6.931 / -7.083" e_above_lowest_ev=0.2952 gap_ev="5.1 / 5.6" fmax_ev_per_a=3.34
Re 10.2914 8.8508 10.0008
C 16.2588 9.0312 4.7319
C 15.5096 10.2873 5.3076
C 15.3696 11.4996 4.5678
C 14.6475 12.5335 5.0934
C 14.1485 12.3764 6.3621
C 14.3443 11.1516 6.9491
N 15.1341 10.1984 6.6091
Sb 13.1000 10.6708 8.8441
C 13.3734 8.7652 9.6572
C 14.6974 8.3775 9.6389
C 15.0727 7.0849 9.9467
C 13.9956 6.2006 10.1463
C 12.7546 6.7560 10.4594
C 11.7566 5.8639 11.1252
N 12.3896 8.0238 10.1058
C 12.1177 10.7733 10.8532
C 12.9617 11.1817 11.8894
C 12.4292 11.6913 13.0433
C 11.0701 11.6711 13.2363
C 10.2156 11.2267 12.1817
C 8.7532 11.4402 12.3915
N 10.7893 10.5747 11.0944
H 17.2096 9.0419 5.2301
H 16.3607 9.2229 3.6599
H 15.7244 8.1491 4.9600
H 15.8481 11.6065 3.5813
H 14.4378 13.4117 4.4930
H 13.7111 13.2817 6.8119
H 15.5208 9.0966 9.3372
H 16.0826 6.7389 10.0699
H 14.1226 5.1329 10.2141
H 12.2527 4.9075 11.2753
H 10.8557 5.8111 10.5352
H 11.4405 6.1967 12.0962
H 14.0490 11.1040 11.6538
H 13.0149 12.0571 13.9042
H 10.6582 12.0586 14.1436
H 8.7121 12.4264 12.8861
H 8.2587 10.5738 13.0084
H 8.3097 11.4827 11.3423
S 4.4943 5.5002 11.1133
C 5.4676 6.8229 11.3514
S 5.4975 8.3290 10.3736
C 7.1588 8.5902 10.6132
C 7.7739 7.8212 11.6244
S 9.4519 7.9884 11.9567
S 6.7495 6.7650 12.5168
S 8.0868 9.5640 9.5435
S 10.1568 7.5234 4.9939
Sb 11.2375 7.3894 6.9105
S 10.7823 9.9763 8.0048
S 9.5886 6.9467 8.7392


46
Properties=species:S:1:pos:R:3 method="wB97M-V/def2-TZVPD" energy_ev=-34171.28575 e_homo_ev=-7.199 e_above_lowest_ev=1.2912 gap_ev=7.5 smiles=COc1ccc(-c2nc3ncccn3c2Nc2ccc3c(c2)OCCO3)cc1 fmax_ev_per_a=1.21
C -3.7067 -3.6611 0.0637
O -3.1833 -2.6663 -0.7824
C -1.8716 -2.3178 -0.6421
C -1.4020 -1.3495 -1.5308
C -0.1107 -0.8829 -1.4379
C 0.7493 -1.3702 -0.4532
C 2.0855 -0.8280 -0.2531
N 3.1085 -1.6248 0.1432
C 4.1698 -0.8706 0.2497
N 5.4014 -1.2159 0.5735
C 6.3160 -0.2844 0.6102
C 6.0584 1.0764 0.3324
C 4.7880 1.4477 0.0021
N 3.8378 0.4896 -0.0545
C 2.5141 0.4973 -0.3702
N 1.8690 1.6893 -0.6600
C 0.5073 1.8981 -0.4763
C -0.1863 2.7570 -1.3283
C -1.5431 2.9467 -1.1707
C -2.2426 2.2676 -0.1825
C -1.5496 1.4136 0.6795
C -0.1783 1.2627 0.5521
O -2.1896 0.6885 1.6519
C -3.5790 0.5910 1.4294
C -4.1538 1.9705 1.1098
O -3.6003 2.4650 -0.0875
C 0.2951 -2.3814 0.3870
C -1.0014 -2.8508 0.3032
H -3.6548 -3.3621 1.1158
H -3.1873 -4.6154 -0.0690
H -4.7499 -3.7767 -0.2270
H -2.0776 -0.9681 -2.2804
H 0.2345 -0.1412 -2.1418
H 7.3113 -0.6101 0.8771
H 6.8464 1.8079 0.3901
H 4.4929 2.4674 -0.2041
H 2.3044 2.2718 -1.3628
H 0.3389 3.2712 -2.1202
H -2.0911 3.6073 -1.8230
H 0.3303 0.6158 1.2463
H -4.0124 0.1842 2.3443
H -3.7759 -0.0882 0.5886
H -5.2334 1.9266 0.9575
H -3.9259 2.6546 1.9397
H 0.9725 -2.7823 1.1245
H -1.3250 -3.6203 0.9862


48
Properties=species:S:1:pos:R:3 method="wB97M-V/def2-TZVPD" spin_multiplicity=3 energy_ev=-102200.70050 e_homo_ev="-10.160 / -10.698" total_charge=+1 e_above_lowest_ev=0.0480 gap_ev="6.7 / 4.5" fmax_ev_per_a=0.31
Pt -1.2370 -0.4300 -2.4722
O 2.8251 3.0696 1.4897
C 3.2005 2.0085 0.9730
O 4.0204 1.1491 1.3344
C 2.3596 1.5814 -0.2726
C 2.5124 0.2915 -0.7719
C 1.5133 -0.2201 -1.5810
N 0.4790 0.5535 -1.8935
C 0.3207 1.8063 -1.4811
C 1.2827 2.3703 -0.6608
C -1.0009 2.3832 -1.8514
C -1.2795 3.7304 -1.7124
C -2.5324 4.2092 -2.0615
C -3.4804 3.3249 -2.5441
C -3.1453 1.9876 -2.6564
N -1.9419 1.5186 -2.3174
C 1.3563 -1.6274 -2.0415
C 2.4040 -2.5299 -2.0179
C 2.1947 -3.8322 -2.4430
C 0.9367 -4.2025 -2.8840
C -0.0727 -3.2567 -2.8824
N 0.1208 -2.0018 -2.4695
H 3.3547 -0.2788 -0.4005
H 1.2064 3.3506 -0.2072
H -0.5137 4.3982 -1.3444
H -2.7590 5.2619 -1.9615
H -4.4677 3.6534 -2.8340
H -3.8504 1.2578 -3.0269
H 3.3785 -2.2067 -1.6804
H 3.0087 -4.5441 -2.4341
H 0.7285 -5.2041 -3.2306
H -1.0708 -3.4950 -3.2199
C -2.7899 -2.1168 3.1326
N -1.5278 -1.4621 3.4737
C -0.9491 -1.4633 4.7008
C 0.2052 -0.7393 4.5988
N 0.3090 -0.3137 3.3160
C 1.4314 0.4778 2.8014
C -0.7631 -0.7476 2.6102
Se -1.1803 -0.4070 0.8283
H -3.1683 -2.6058 4.0249
H -2.6218 -2.8534 2.3518
H -3.5062 -1.3767 2.7867
H -1.3876 -1.9656 5.5448
H 0.9512 -0.5072 5.3383
H 2.1134 0.6873 3.6187
H 1.0709 1.4126 2.3814
H 1.9615 -0.0962 2.0487


48
Properties=species:S:1:pos:R:3 method="wB97M-V/def2-TZVPD" spin_multiplicity=2 energy_ev=-130476.61977 e_homo_ev="-14.323 / -14.325" total_charge=+2 gap_ev="7.4 / 7.0" fmax_ev_per_a=4.72
Yb 1.3669 0.4181 -0.5095
O 1.4680 0.1146 1.8921
C 2.5902 0.2759 2.7655
C 2.4843 0.0064 4.1198
C 3.5692 0.1038 4.9896
C 4.8313 0.4518 4.4497
C 4.9193 0.7824 3.0957
C 3.8502 0.5824 2.2797
C 3.7331 0.6428 0.7547
O 3.0903 1.6287 0.2035
N 4.0532 -0.4117 0.1024
N 3.3841 -0.3712 -1.0911
C 3.6706 -1.0461 -2.1493
C 2.5833 -0.9176 -3.1707
C 2.7778 -1.4995 -4.3672
C 1.7318 -1.4617 -5.3043
C 0.4699 -0.8779 -4.9401
C 0.4472 -0.2983 -3.7189
N 1.3897 -0.4085 -2.7756
H 0.7697 -0.1512 2.4856
H 1.5547 -0.3717 4.6099
H 3.4180 0.0677 6.1523
H 5.7023 0.5489 5.0841
H 5.8514 1.0690 2.6260
H 4.5934 -1.6283 -2.2578
H 3.7926 -1.8184 -4.6724
H 1.9146 -1.8865 -6.2752
H -0.3493 -0.7306 -5.5491
H -0.5089 0.1707 -3.3796
C -2.9730 -0.5972 -1.8606
N -3.0913 0.1618 -0.6245
C -2.3083 1.2037 -0.2354
Se -0.7958 1.9458 -1.0892
N -2.8905 1.8053 0.8322
C -4.1692 1.2010 1.1256
C -5.1301 1.4285 2.0184
C -6.2528 0.5448 2.0411
C -6.2059 -0.5463 1.1649
C -5.2315 -0.7377 0.2017
C -4.2118 0.1348 0.1642
H -3.6271 -0.1680 -2.5817
H -3.2625 -1.6478 -1.7305
H -1.9432 -0.5361 -2.1475
H -2.6477 2.7857 1.0581
H -5.0027 2.2387 2.7691
H -7.1130 0.6460 2.7290
H -7.0525 -1.2887 1.1674
H -5.2400 -1.5585 -0.4521


52
Properties=species:S:1:pos:R:3 method="wB97M-V/def2-TZVPD" spin_multiplicity=4 energy_ev=-85443.81130 e_homo_ev="-6.786 / -7.437" e_above_lowest_ev=0.0000 gap_ev="6.3 / 6.8" fmax_ev_per_a=0.90
V -2.3253 -0.1584 0.5985
S -2.5323 -0.0640 2.9388
C -1.6190 1.4470 3.0928
C -0.9722 1.7075 4.3016
C -0.2377 2.8613 4.5091
C 0.4260 3.0575 5.7831
N 0.9611 3.1913 6.7916
C -0.1399 3.7995 3.4791
C -0.7760 3.5565 2.2755
C -1.5182 2.3943 2.0447
S -2.3081 2.1894 0.4774
C 0.6299 5.0190 3.6380
N 1.2386 5.9888 3.7391
H -1.0448 0.9829 5.1023
H -0.6945 4.2900 1.4840
C 0.1298 0.5110 -1.7698
C 0.5583 0.0520 -0.4232
N -0.2294 -0.2893 0.5796
C 0.6119 -0.6368 1.6349
C 1.8974 -0.5033 1.2504
N 1.8542 -0.0586 -0.0617
C 3.0028 0.2241 -0.8956
N 3.2054 -0.7728 -1.9180
N 3.5446 -2.0300 -1.5498
N 3.6685 -2.7603 -2.5962
C 3.4092 -1.9649 -3.7033
C 3.4157 -2.2945 -5.0650
C 3.1277 -1.2887 -5.9532
C 2.8407 0.0263 -5.5055
C 2.8327 0.3581 -4.1723
C 3.1240 -0.6840 -3.2770
H -0.9330 0.7394 -1.7675
H 0.3446 -0.2340 -2.5373
H 0.6267 1.4434 -2.0448
H 0.2002 -0.9271 2.5861
H 2.8279 -0.6705 1.7647
H 3.8733 0.2718 -0.2489
H 2.8870 1.1858 -1.3892
H 3.6435 -3.3009 -5.3912
H 3.1229 -1.4948 -7.0151
H 2.6231 0.7923 -6.2391
H 2.6162 1.3674 -3.8488
N -4.9926 -3.9154 1.1800
C -4.2600 -2.6667 1.3172
C -4.8552 -1.6057 0.4111
O -6.0490 -1.8557 -0.0430
O -4.2926 -0.5473 0.1669
H -5.0395 -4.4313 2.0464
H -4.5936 -4.5186 0.4737
H -6.2648 -2.7658 0.2706
H -3.1832 -2.7476 1.1511
H -4.3831 -2.2692 2.3274


54
Properties=species:S:1:pos:R:3 method="wB97M-V/def2-TZVPD" energy_ev=-45595.93066 e_homo_ev=-14.671 total_charge=+2 e_above_lowest_ev=0.0000 gap_ev=7.6 fmax_ev_per_a=0.76
Zr 0.9082 0.1358 -0.5884
N -4.2842 1.7262 -1.0256
C -3.2996 0.9210 -1.3060
N -2.3822 0.5739 -0.4096
C -2.3982 1.1105 0.9024
N -1.4798 0.9637 1.7756
N -0.2377 0.4749 1.4713
C 0.4240 0.0767 2.4931
C 1.8627 -0.1338 2.3969
C 2.5919 -0.4858 3.5143
C 3.9797 -0.5057 3.4317
C 4.5739 -0.1531 2.2365
C 3.7712 0.1623 1.1483
N 2.4371 0.1641 1.2079
C -3.5869 1.8831 1.2591
C -3.7958 2.3533 2.5562
C -4.9036 3.1261 2.8365
C -5.8144 3.4519 1.8314
C -5.6237 2.9995 0.5409
C -4.5127 2.2160 0.2719
H -4.9359 1.9678 -1.7612
H -3.2259 0.5121 -2.3017
H -0.0474 -0.0476 3.4640
H 2.0826 -0.7183 4.4396
H 4.5778 -0.7717 4.2925
H 5.6483 -0.1183 2.1272
H 4.2236 0.4249 0.2039
H -3.0795 2.1067 3.3255
H -5.0638 3.4871 3.8426
H -6.6763 4.0626 2.0614
H -6.3255 3.2459 -0.2463
B 3.1574 -0.8549 -1.9286
N 2.2029 -0.7496 -3.1170
C 2.2279 -1.1448 -4.3885
C 0.9920 -0.8705 -4.9564
C 0.2465 -0.3104 -3.9322
N 0.9816 -0.2384 -2.8121
N 2.7504 -2.0403 -1.0254
C 3.3298 -3.2410 -0.8972
C 2.4653 -4.0794 -0.2141
C 1.3436 -3.3002 0.0439
N 1.5120 -2.0714 -0.4538
H 4.3161 -0.8998 -2.1971
H 2.9594 0.2256 -1.3257
H 3.1183 -1.5749 -4.8172
H 0.6876 -1.0444 -5.9730
H -0.7648 0.0538 -3.9551
H 4.3093 -3.4251 -1.3076
H 2.6240 -5.1096 0.0506
H 0.4303 -3.5617 0.5541
F -1.6804 -1.4956 0.1563
C -1.3863 -0.5048 -0.7404
F -1.7961 -0.9799 -1.9498
F 0.5654 2.0057 -0.8055